{"formula": "C6H7NO", "method": "wB97M-V/def2-TZVPD", "symbols": ["C", "C", "C", "C", "O", "C", "C", "N", "H", "H", "H", "H", "H", "H", "H"], "coordinates": [[2.4657, -0.6142, 0.0039], [0.9218, -0.3314, -0.3186], [0.0728, -1.1738, 0.2619], [-1.2102, -0.5333, 0.1415], [-2.3146, -0.9912, -0.0409], [-0.9955, 1.0003, -0.2538], [-0.0131, 1.6986, 0.5728], [0.4938, 0.9957, -0.5891], [2.9649, -0.4460, 1.2316], [2.6973, -1.7769, -0.4548], [3.1094, 0.0652, -0.7307], [0.3742, -2.0699, 0.7330], [-1.6990, 1.2290, -1.1113], [-0.0884, 0.8265, 1.4063], [0.2526, 2.8535, 0.9307]], "mulliken_charge": [-1.017, 0.792, -0.784, 0.372, -0.556, -0.027, -0.392, -0.504, 0.237, 0.301, 0.329, 0.400, 0.328, 0.260, 0.261], "smiles": "CC1=CC(=O)[C@H]2CN12", "multiplicity": 1, "homo_lumo_gap_ev": 9.47, "homo_energy_ev": -9.4382, "energy_ha": -362.6326, "e_above_lowest_kcal_mol": 113.5}